Entry from the Open Molecules 2025 dataset: a structure of composition C10H26Cl4N3OP at a distorted geometry (ωB97M-V/def2-TZVPD).

Structure (XYZ):
```
45
Properties=species:S:1:pos:R:3:forces:R:3
Cl -18.06213 5.63855 -16.16662 -0.8274 -0.3496 -0.2498
C -17.04289 6.98817 -15.74316 5.4915 -9.7304 6.7408
C -16.31368 6.66833 -14.38395 -1.6242 -4.6968 -2.0359
Cl -15.15731 5.29425 -14.65909 -0.0542 -0.0273 0.3651
H -17.45287 7.99792 -15.76354 5.0846 -8.6245 4.4875
H -16.41036 7.14802 -16.61635 2.7660 -3.8864 2.1529
H -16.95721 6.43916 -13.53457 -0.4730 -0.4169 -0.2900
H -15.73029 7.53742 -14.07989 -3.6121 -8.7437 -0.5174
Cl -15.25153 8.70876 -14.05803 5.8525 12.9094 0.5402
C -16.33713 10.08867 -14.28054 -0.4524 0.5577 4.2260
C -15.60010 11.18720 -14.97283 3.9774 4.6896 4.6048
Cl -16.71132 12.69490 -15.03744 1.4690 0.1765 2.0320
H -16.67336 10.38063 -13.28565 0.4360 0.2524 0.1070
H -17.27681 9.78557 -14.74230 0.1440 -0.0645 0.1670
H -15.36334 10.82576 -15.97354 3.5520 2.4193 1.6991
H -14.66385 11.44441 -14.47746 -0.3447 0.3909 0.8741
O -19.85114 11.43622 -17.40647 1.6878 -1.3962 -2.0585
P -18.86374 10.63204 -18.24694 -0.9288 1.4456 -0.5975
N -19.59010 9.56095 -19.36724 -0.1869 -3.1089 1.7253
C -20.81828 9.87303 -20.04255 -0.3077 2.6415 0.1271
C -18.90599 8.44150 -20.01150 0.5652 1.2388 -0.4488
N -17.67631 9.83950 -17.32485 -1.4575 0.9714 -2.1397
C -16.56062 10.60899 -16.73084 -5.5446 -2.0707 -5.9970
C -17.79090 8.49938 -16.77521 -3.9157 9.1718 -8.4452
N -18.03707 11.58354 -19.43549 0.6910 -0.6205 0.4959
C -18.56551 12.81496 -20.01267 0.4475 -0.0823 1.0445
C -16.87593 11.07756 -20.23457 -1.2159 -0.2032 0.9586
H -20.57997 10.80485 -20.55540 -0.5297 0.5035 -0.4511
H -21.62294 10.13063 -19.35388 -0.0672 -0.2815 0.0450
H -21.19608 9.25106 -20.85404 0.5272 -0.8089 0.5255
H -18.58164 8.77278 -20.99798 0.7830 0.3200 -0.2340
H -19.54324 7.62928 -20.36121 -0.3123 -0.3858 1.2009
H -18.03704 8.18595 -19.40509 -0.1080 -0.5988 -0.3444
H -16.91563 11.60708 -16.47411 -0.2854 -1.1365 -1.6195
H -16.29260 10.25424 -15.73564 -3.3749 -3.3554 -5.9162
H -15.83230 10.73386 -17.53212 0.9415 -0.2509 0.3298
H -16.86617 7.94411 -16.93224 -1.7069 4.4769 -3.3806
H -17.93453 8.51454 -15.69482 -7.1590 8.3652 -0.4552
H -18.62915 8.05887 -17.31501 -0.0663 -0.6304 0.9410
H -18.88416 12.72906 -21.05150 0.1394 -0.2719 -0.1880
H -19.41805 13.18966 -19.44622 0.2013 0.0005 0.1830
H -17.70737 13.48169 -19.92804 -0.3662 0.8147 -0.3890
H -16.65670 10.04401 -19.96661 0.2378 0.1369 0.3030
H -16.00987 11.72218 -20.08457 0.1473 -0.0221 0.0064
H -17.09873 11.02877 -21.30044 -0.2208 0.2814 -0.1247
```
Forces are in eV/Å.

Values from the calculation:
Charge   0
Energy relative to the best compared isomer or geometry (same formula, charge and spin)   2174.11 kJ/mol
Electronic energy   -76667.1083 eV
Orbital gap   8.190 eV
HOMO level   -7.9 eV